# 1
A gas-phase ion, C5H6N (charge +1). Source: the OMol25 dataset; level of theory: ωB97M-V/def2-TZVPD.

Structure (XYZ):
```
12
Properties=species:S:1:pos:R:3:forces:R:3
C 0.88810 -0.36102 -1.97976 -1.30 -0.06 0.93
C -0.46634 -0.46536 0.83015 0.31 0.88 0.72
C 0.27730 0.90118 0.35864 3.92 -2.33 1.20
C -0.75671 -0.73100 -0.67899 0.39 0.72 2.28
C 0.10123 0.43147 -1.07128 0.77 -1.21 0.83
N 0.48434 -1.34679 -1.25529 -0.92 0.14 -0.53
H 1.58091 -0.40715 -2.74183 1.74 0.49 -1.30
H 0.25239 -1.24419 1.31519 -1.25 1.53 -1.04
H -1.29490 -0.19051 1.53075 0.49 -0.75 -0.86
H -0.17803 1.80484 0.48851 -2.35 2.12 0.51
H 1.29504 1.13517 0.92118 -1.48 -0.81 -1.96
H -1.73928 -0.90572 -1.04493 -0.32 -0.73 -0.77
```
Positions in Å, forces in eV/Å.

Summary:
- 2S+1 = 1
- ΔE to the lowest compared entry with this formula, charge and spin (eV) = 5.299
- structure (SMILES) = C1=[N+]2[C@H]3CC[C@]132
- net charge = +1

# 2
C20H34N2O3 in the gas phase. Source: the OMol25 dataset; level of theory: ωB97M-V/def2-TZVPD.

Structure (XYZ):
```
59
Properties=species:S:1:pos:R:3:forces:R:3
C -6.49690 -2.06133 0.92460 -0.10 -0.09 0.03
O -5.60943 -1.04326 0.54701 0.21 0.20 -0.11
C -6.23871 0.20957 0.39874 -0.10 0.35 -0.05
C -5.20510 1.27600 0.02551 -0.18 -0.39 0.13
C -4.48820 0.93845 -1.29027 0.04 -0.07 0.10
H -4.23573 1.85721 -1.82225 0.00 -0.01 -0.07
H -5.14470 0.35017 -1.93156 -0.01 0.00 -0.09
C -3.20965 0.14534 -1.03539 -0.15 -0.37 -0.32
N -2.26546 0.95531 -0.29251 -0.23 0.21 0.17
C -0.92199 0.84100 -0.31180 0.08 -0.18 -0.42
O -0.21410 1.60727 0.32033 0.32 0.15 0.16
C -0.32388 -0.28568 -1.16000 0.27 0.26 0.08
C 1.20816 -0.13238 -1.17915 -0.32 0.12 -0.37
N 1.81330 -0.64546 0.02232 0.01 0.25 0.15
C 1.52443 -1.89572 0.43337 -0.18 -0.35 -0.31
O 2.00024 -2.41496 1.42513 0.10 -0.23 0.31
C 0.50438 -2.57815 -0.46066 -0.08 -0.04 0.22
C -0.71749 -1.66844 -0.60299 0.00 -0.14 -0.18
H -1.45396 -2.14953 -1.24838 -0.06 0.03 0.10
H -1.16610 -1.55140 0.38599 -0.08 -0.04 -0.02
H 0.22309 -3.52781 -0.00559 0.12 0.06 -0.01
H 0.94656 -2.78091 -1.43858 0.01 -0.03 -0.03
C 2.67172 0.21436 0.80536 0.34 0.22 0.07
H 2.14717 1.16010 0.97251 0.02 -0.07 0.01
C 4.02905 0.46630 0.13839 -0.14 -0.26 0.47
C 4.85160 1.43959 0.98284 -0.06 0.13 -0.41
C 6.21173 1.69997 0.34196 0.07 -0.11 0.31
C 6.97488 0.39177 0.15995 -0.02 0.14 -0.32
C 6.16148 -0.58189 -0.68677 0.05 -0.15 0.27
C 4.80132 -0.83999 -0.04601 0.00 0.19 -0.36
H 4.93721 -1.31459 0.92756 -0.04 -0.07 0.09
H 4.22348 -1.52804 -0.66674 -0.04 -0.08 0.05
H 6.70377 -1.52342 -0.79638 0.01 0.00 -0.09
H 6.01938 -0.16002 -1.68536 0.02 -0.01 -0.09
H 7.93944 0.58506 -0.31494 0.05 -0.03 0.07
H 7.16592 -0.05405 1.13852 0.07 -0.03 0.07
H 6.78975 2.38548 0.96553 0.01 0.07 -0.06
H 6.06940 2.17443 -0.63221 0.01 0.07 -0.04
H 4.99578 1.01401 1.97822 -0.03 -0.02 0.12
H 4.30733 2.37973 1.09653 -0.05 0.02 0.09
H 3.86217 0.91688 -0.84758 0.00 0.04 -0.05
H 2.82184 -0.28764 1.76388 0.01 0.11 -0.05
H 1.61046 -0.65202 -2.05874 -0.05 0.11 0.02
H 1.45638 0.92669 -1.25813 0.03 -0.13 -0.04
H -0.67752 -0.17091 -2.18984 -0.01 -0.03 0.05
C -2.84959 1.94453 0.59992 0.07 0.20 0.46
C -4.17196 1.43374 1.15033 0.00 0.16 -0.19
H -4.54130 2.12160 1.91117 0.01 -0.02 0.06
H -4.00777 0.46331 1.61967 0.03 0.00 0.09
H -2.12950 2.12300 1.40209 -0.14 0.05 -0.16
H -2.99772 2.89211 0.06748 0.04 0.02 0.08
H -3.46872 -0.76078 -0.47816 0.07 0.02 -0.14
H -2.77058 -0.14435 -1.99210 -0.02 -0.05 0.08
H -5.75346 2.21446 -0.10511 0.00 -0.05 0.03
H -7.01405 0.14797 -0.38210 0.05 0.00 0.07
H -6.73416 0.49256 1.34164 0.01 -0.04 -0.06
H -6.97312 -1.83771 1.88744 0.02 -0.02 -0.02
H -5.90866 -2.97237 1.01397 -0.09 -0.04 0.03
H -7.28194 -2.20516 0.17137 0.02 -0.02 0.03
```
Positions in Å, forces in eV/Å.

Summary:
- 2S+1 = 1
- ΔE to the lowest compared entry with this formula, charge and spin (eV) = 0.000
- structure (SMILES) = COCC1CCN(C(=O)[C@@H]2CCC(=O)N(CC3CCCCC3)C2)CC1

# 3
A molecular structure, C17H16F6N4O4PdS2Se. Source: the OMol25 dataset; level of theory: ωB97M-V/def2-TZVPD.

Structure (XYZ):
```
51
Properties=species:S:1:pos:R:3:forces:R:3
Pd 0.00728 0.30118 0.29805 0.74 -0.37 0.38
C 2.32689 2.67834 0.58764 -0.08 0.01 -0.01
N 2.41548 1.24640 0.37566 0.27 0.00 -0.01
C 3.15092 0.93508 -0.83413 -0.01 0.04 0.12
C 2.97826 0.59915 1.55472 -0.28 0.00 0.06
C 1.95196 0.38673 2.65553 -0.01 -0.10 0.11
C 2.33660 0.57455 3.98108 0.07 0.03 -0.03
C 1.44539 0.31910 5.01517 0.09 -0.03 0.08
C 0.18107 -0.16473 4.70639 -0.13 -0.03 -0.02
C -0.19716 -0.34247 3.37740 0.21 -0.02 0.23
C 0.66113 -0.05371 2.30841 -0.19 0.04 -0.11
H 3.33241 3.12948 0.70892 0.00 -0.04 0.03
H 1.73677 2.86685 1.48440 0.00 0.04 -0.01
H 1.82266 3.15107 -0.25217 -0.02 -0.03 -0.01
H 4.20380 1.27632 -0.77866 0.01 -0.02 -0.02
H 2.65840 1.41505 -1.67741 0.00 0.00 -0.02
H 3.12744 -0.14308 -0.99803 0.03 0.00 -0.03
H 3.83715 1.18050 1.94057 0.06 -0.07 -0.03
H 3.36023 -0.37964 1.24884 0.06 0.07 -0.05
H 3.34114 0.93019 4.20904 -0.02 0.04 0.00
H 1.73551 0.50030 6.04593 0.00 -0.04 0.00
H -0.52179 -0.38724 5.50631 0.01 0.02 0.00
H -1.19506 -0.71454 3.16782 -0.02 0.09 -0.04
F -5.00180 -0.38020 0.37719 0.21 -0.03 -0.03
C -4.08153 -0.00578 -0.54573 0.16 0.05 -0.04
F -4.50731 1.18692 -1.02314 -0.03 -0.10 0.06
F -4.19769 -0.89038 -1.57064 -0.09 0.11 0.03
S -2.29339 0.04226 0.14077 -1.24 -0.45 1.03
O -2.55661 0.90598 1.27066 -0.38 0.28 0.24
O -2.21410 -1.40258 0.30026 -0.02 -0.44 -0.31
N -1.83142 0.72482 -1.26671 0.56 -0.38 -0.16
S -0.79465 1.90489 -1.23868 -0.39 1.59 -1.20
O -0.69662 2.75876 -0.07790 -0.01 0.41 0.15
O 0.34508 1.75434 -2.12176 0.19 -0.15 -0.34
C -1.79897 3.09325 -2.32290 0.14 0.01 0.17
F -2.88961 3.56228 -1.69112 0.10 -0.08 -0.10
F -1.03531 4.17563 -2.62968 -0.12 -0.10 0.02
F -2.21751 2.58492 -3.50296 0.10 -0.07 0.15
Se -0.51827 -1.92921 -2.30298 0.15 -0.22 0.16
N 0.73176 -1.60250 -1.08618 0.01 -0.57 -0.32
C 0.99336 -2.78931 -0.51025 -0.31 0.18 -0.55
C 2.00884 -2.99426 0.44284 0.32 -0.26 0.61
C 2.21197 -4.24586 0.95819 0.14 0.64 -0.05
C 1.39465 -5.33242 0.56631 -0.38 -0.22 -0.33
C 0.41504 -5.17963 -0.37494 0.23 -0.45 0.34
C 0.21652 -3.91229 -0.97758 0.14 0.38 -0.10
N -0.62156 -3.67367 -1.97859 -0.19 0.26 0.01
H 2.59113 -2.14747 0.77955 -0.07 -0.03 -0.02
H 2.99377 -4.39883 1.69232 -0.04 -0.01 0.03
H 1.54872 -6.30109 1.02870 -0.02 0.00 -0.01
H -0.22077 -6.00878 -0.65952 0.01 0.02 -0.07
```
Positions in Å, forces in eV/Å.

Summary:
- 2S+1 = 1
- ΔE to the lowest compared entry with this formula, charge and spin (eV) = 0.724
- net charge = -2

# 4
C15H15NO in the gas phase. Source: the OMol25 dataset; level of theory: ωB97M-V/def2-TZVPD.

Structure (XYZ):
```
32
Properties=species:S:1:pos:R:3:forces:R:3
O 0.24894 0.39102 -1.12252 -0.09 -0.60 -0.38
C 2.01564 -2.25592 -3.89384 0.23 -0.42 -0.11
C 2.81092 -1.47137 -3.07206 -0.61 0.37 0.26
C 0.62612 -2.20946 -3.84045 0.18 1.46 1.10
C -2.40928 2.94547 1.22566 0.46 -0.92 -0.95
C -2.24609 2.75734 2.58963 -0.12 -0.43 -0.22
C 2.18800 -0.60591 -2.16582 -0.02 0.19 0.99
C 0.00381 -1.31940 -2.92809 1.14 0.03 0.65
C -1.85304 2.03070 0.31242 -0.52 -0.10 0.12
C -1.60812 1.63089 3.08171 1.07 -1.01 -1.43
C 0.79521 -0.53487 -2.00682 -0.24 -0.90 -1.93
C -1.19057 0.89416 0.77255 -0.15 1.40 0.93
C -1.03558 0.70101 2.15430 -1.19 1.05 -0.54
N 0.95424 -0.08254 3.29674 -0.26 -1.02 0.59
C 0.39710 -0.82769 1.01323 0.33 -0.46 -0.14
C -0.50495 -0.16504 -0.02952 0.80 0.44 0.42
C -0.13735 -0.48023 2.38963 0.28 1.23 0.75
H 2.48247 -2.95317 -4.57830 0.04 0.06 -0.07
H 3.90139 -1.51470 -3.12018 -0.41 0.01 -0.01
H 0.07091 -2.80235 -4.54858 -0.33 -0.03 0.11
H -3.00633 3.76311 0.85650 0.12 0.26 -0.04
H -2.65853 3.50100 3.23761 -0.16 0.19 0.52
H 2.79164 -0.00300 -1.47777 -0.17 -0.14 -0.35
H -1.07089 -1.25201 -2.90832 -0.23 0.07 0.08
H -1.96925 2.14102 -0.76254 -0.03 0.27 0.13
H -1.45036 1.48946 4.13383 -0.05 -0.01 0.37
H 0.58522 0.06325 4.24884 0.49 0.20 -0.80
H 1.40092 0.75456 2.92467 -0.27 -0.11 0.39
H 0.37315 -1.89971 0.92479 0.33 -0.50 -0.31
H 1.44240 -0.49920 0.92143 -0.36 0.05 -0.13
H -1.24561 -0.85451 -0.38167 -0.39 -0.56 -0.59
H -0.70213 -1.33193 2.75296 0.11 -0.11 0.61
```
Positions in Å, forces in eV/Å.

Summary:
- 2S+1 = 1
- ΔE to the lowest compared entry with this formula, charge and spin (eV) = 0.020
- structure (SMILES) = N[C@@H]1C[C@H](Oc2ccccc2)c2ccccc21

| no. | gap between HOMO and LUMO (eV) | F_max (eV Å⁻¹) | LUMO energy (eV) |
| --- | --- | --- | --- |
| 1 | 10.5 | 4.72 | -6.070 |
| 2 | 9.3 | 0.56 | 0.600 |
| 3 | 4.8 | 2.03 | 4.419 |
| 4 | 9.7 | 2.15 | 0.872 |